# 1
{"formula": "C14H38ClInN3O4", "method": "the ωB97M-V functional and the def2-TZVPD basis", "elements": ["O", "C", "Cl", "C", "In", "H", "H", "H", "H", "H", "C", "C", "C", "O", "C", "N", "H", "H", "H", "H", "H", "H", "H", "H", "H", "H", "H", "C", "C", "C", "O", "C", "N", "H", "H", "H", "H", "H", "H", "H", "H", "H", "H", "H", "C", "C", "C", "O", "C", "N", "H", "H", "H", "H", "H", "H", "H", "H", "H", "H", "H"], "coordinates": [[-1.437, -3.852, -1.511], [-1.192, -4.443, -2.529], [-0.740, -6.183, -2.325], [-1.222, -3.967, -3.921], [0.152, -4.898, -5.442], [-1.009, -2.896, -3.848], [-2.266, -4.072, -4.246], [1.760, -5.168, -4.761], [-0.571, -6.386, -6.091], [0.254, -3.706, -6.773], [-0.695, -0.692, -0.771], [0.807, -0.444, -0.740], [1.235, 0.769, 0.093], [1.012, 2.027, -0.522], [-0.303, 2.525, -0.410], [1.328, -0.408, -2.107], [-1.209, -0.032, -1.472], [-0.875, -1.720, -1.075], [-1.134, -0.556, 0.220], [1.249, -1.316, -0.250], [2.314, 0.717, 0.257], [0.747, 0.746, 1.077], [-0.748, 2.253, 0.554], [-0.951, 2.163, -1.212], [-0.249, 3.612, -0.481], [2.342, -0.413, -2.098], [1.068, 0.479, -2.530], [-2.038, 7.737, 2.503], [-2.874, 7.282, 1.312], [-2.296, 6.074, 0.569], [-1.181, 6.363, -0.248], [0.071, 6.386, 0.409], [-3.115, 8.427, 0.431], [-1.155, 8.290, 2.181], [-2.623, 8.402, 3.137], [-1.709, 6.888, 3.106], [-3.848, 6.960, 1.696], [-3.061, 5.692, -0.111], [-2.046, 5.268, 1.272], [0.108, 5.646, 1.214], [0.303, 7.373, 0.820], [0.830, 6.133, -0.330], [-3.779, 8.167, -0.291], [-2.252, 8.627, -0.066], [1.502, -4.313, 3.558], [0.765, -4.571, 2.247], [1.277, -5.791, 1.472], [2.521, -5.599, 0.830], [3.664, -5.794, 1.629], [0.768, -3.351, 1.441], [2.477, -3.857, 3.383], [0.929, -3.622, 4.177], [1.651, -5.237, 4.121], [-0.279, -4.788, 2.492], [0.567, -6.011, 0.672], [1.330, -6.672, 2.128], [3.509, -6.603, 2.353], [3.954, -4.888, 2.170], [4.481, -6.071, 0.964], [0.154, -3.488, 0.639], [1.694, -3.246, 1.035]], "atomic_forces_ev_per_a": [[0.4, -0.2, -0.3], [-0.4, 0.5, 0.4], [0.0, -0.4, 0.0], [0.1, 0.2, 0.3], [0.2, -0.1, -0.5], [-0.2, 0.0, 0.0], [0.2, -0.2, -0.1], [-0.1, 0.0, 0.1], [0.0, 0.1, 0.1], [-0.1, 0.0, 0.1], [0.0, 0.0, 0.1], [0.0, 0.0, -0.1], [0.1, -0.1, 0.1], [0.0, 0.1, 0.0], [0.1, 0.1, 0.0], [0.0, 0.1, 0.1], [0.0, 0.0, 0.0], [-0.1, 0.1, -0.1], [0.0, 0.0, 0.0], [0.1, 0.1, 0.1], [0.0, 0.0, 0.0], [0.0, 0.0, 0.0], [0.0, 0.0, 0.0], [0.0, 0.0, 0.0], [0.0, 0.0, 0.0], [0.0, -0.1, 0.0], [-0.1, 0.0, 0.0], [0.0, 0.0, 0.0], [0.0, 0.1, 0.0], [-0.1, -0.1, 0.0], [0.1, 0.1, 0.0], [0.0, 0.0, -0.1], [0.0, -0.1, -0.1], [0.0, 0.0, 0.0], [0.0, 0.0, 0.0], [0.0, 0.0, 0.0], [0.0, 0.0, 0.0], [0.0, 0.0, 0.0], [0.0, 0.0, 0.0], [0.0, 0.0, 0.0], [0.0, 0.0, 0.0], [0.0, 0.0, 0.0], [0.0, 0.0, 0.0], [0.0, 0.0, 0.0], [0.0, 0.0, 0.0], [0.0, 0.0, 0.0], [-0.1, -0.1, 0.0], [0.1, 0.1, 0.0], [0.0, 0.0, -0.1], [-0.1, -0.1, -0.2], [0.0, 0.0, 0.0], [0.0, 0.0, 0.0], [0.0, 0.0, 0.0], [0.0, -0.1, 0.0], [0.0, 0.0, 0.0], [0.0, 0.0, 0.0], [0.0, 0.0, 0.0], [0.0, 0.0, 0.0], [0.0, 0.0, 0.0], [-0.1, 0.1, 0.0], [0.0, 0.0, 0.0]], "lowdin_charge": [-0.0389, -0.8749, 0.5342, -0.3483, 0.1661, 0.0360, 0.0509, -0.1539, -0.1602, -0.1648, -0.0604, -0.4313, -0.2064, -0.1896, -0.1076, 0.0521, 0.0693, 0.0438, 0.0800, 0.1127, 0.1190, 0.1175, 0.0895, 0.0799, 0.0686, 0.0713, 0.0687, -0.0713, -0.4375, -0.2141, -0.1938, -0.1141, 0.0358, 0.0642, 0.0734, 0.0780, 0.1338, 0.1234, 0.1187, 0.0897, 0.0740, 0.0894, 0.0701, 0.0689, -0.0761, -0.4309, -0.2022, -0.1775, -0.1182, 0.0516, 0.0610, 0.0701, 0.0737, 0.1363, 0.1092, 0.1174, 0.0862, 0.0716, 0.0858, 0.0623, 0.0680], "homo_lumo_gap_ev": 7.1, "charge": -1, "total_energy_ha": -1671.6801, "largest_force_ev_per_a": 0.731}



# 2
{"formula": "C5H11NO", "method": "the ωB97M-V functional and the def2-TZVPD basis", "elements": ["C", "C", "C", "C", "N", "C", "O", "H", "H", "H", "H", "H", "H", "H", "H", "H", "H", "H"], "coordinates": [[-0.289, 0.997, -1.528], [-0.564, -0.032, -0.391], [-0.119, -1.435, -0.761], [0.225, 0.612, 0.836], [1.636, 0.154, 1.106], [-0.535, 0.019, 2.049], [-1.217, 0.742, 2.731], [0.643, 0.989, -2.103], [-1.035, 0.862, -2.333], [-0.537, 1.986, -1.209], [-1.584, 0.072, 0.011], [-0.200, -2.105, 0.064], [0.900, -1.418, -1.121], [-0.808, -1.739, -1.625], [0.121, 1.705, 0.838], [1.644, -0.843, 0.877], [2.284, 0.496, 0.378], [-0.566, -1.062, 2.181]], "atomic_forces_ev_per_a": [[-2.1, -1.0, -1.4], [2.2, 2.5, 0.4], [-1.7, 0.7, -1.6], [0.3, -2.6, 1.3], [-0.2, 0.2, -1.7], [-0.4, 2.4, -0.7], [0.0, -0.5, 0.4], [0.3, -0.3, 0.8], [0.1, -0.3, 0.1], [0.3, 0.8, 0.4], [-0.1, -0.4, -1.0], [-0.2, -0.8, 0.5], [0.2, -0.1, -0.2], [1.1, -0.1, 1.2], [0.2, -0.5, 0.2], [0.0, 0.1, 0.5], [-0.5, 0.3, 0.5], [0.4, -0.5, 0.1]], "lowdin_charge": [-0.0825, -0.3697, -0.0790, -0.3111, 0.0409, -0.2394, 0.0535, 0.0829, 0.0763, 0.0587, 0.1364, 0.0577, 0.0714, 0.1120, 0.1381, 0.0516, 0.0789, 0.1234], "homo_lumo_gap_ev": 10.0, "smiles": "CC(C)[C@H](N)C=O", "total_energy_ha": -327.0632, "e_above_lowest_ev": 1.854, "largest_force_ev_per_a": 3.361}



# 3
{"formula": "C8H16N2", "method": "the ωB97M-V functional and the def2-TZVPD basis", "elements": ["C", "C", "C", "C", "N", "N", "H", "H", "H", "H", "H", "H", "C", "C", "C", "C", "H", "H", "H", "H", "H", "H", "H", "H", "H", "H"], "coordinates": [[-3.281, 1.627, 1.995], [-1.075, -1.094, 2.179], [-2.521, 0.397, 1.844], [-3.094, -0.856, 1.375], [-1.342, 0.163, 2.435], [-2.181, -1.759, 1.667], [-0.204, -1.647, 2.502], [-2.114, -2.706, 1.342], [-3.981, -1.059, 0.798], [-3.018, 2.164, 2.914], [-4.347, 1.424, 1.935], [-3.005, 2.446, 1.313], [2.766, 0.498, -2.630], [2.123, -0.003, -1.336], [4.034, 1.287, -2.380], [2.916, -0.643, -3.666], [2.060, 1.212, -3.070], [1.093, -0.348, -1.299], [2.258, 0.667, -0.482], [4.768, 0.673, -1.851], [4.439, 1.814, -3.235], [3.766, 2.041, -1.633], [2.054, -1.277, -3.816], [3.212, -0.062, -4.534], [3.866, -1.128, -3.425], [2.713, -0.903, -1.101]], "atomic_forces_ev_per_a": [[0.1, 1.1, 0.1], [-0.3, -0.3, 1.4], [-0.8, 0.2, 1.2], [0.3, 0.3, -0.5], [0.5, 0.1, -1.1], [0.9, -0.2, -0.7], [0.1, 0.1, -0.2], [-0.4, -0.4, -0.1], [-0.2, 0.0, 0.2], [-0.1, -0.6, 0.3], [0.0, 0.2, -0.1], [-0.1, -0.5, -0.6], [-2.1, 0.1, -0.7], [1.5, -0.9, 0.9], [-0.4, -0.1, 1.4], [1.7, 1.9, 0.6], [0.0, 0.0, -0.1], [-0.3, 0.2, -0.8], [0.0, 0.2, -0.2], [0.3, -0.1, -0.4], [0.1, -0.3, -0.3], [0.1, 0.2, -0.2], [0.0, -0.1, 0.0], [-0.5, -0.4, -0.8], [-0.4, -0.8, 0.1], [-0.1, 0.0, 0.4]], "lowdin_charge": [0.0094, -0.0242, -0.2284, 0.0946, 0.1740, 0.1344, 0.1576, 0.1810, 0.1616, 0.1156, 0.1010, 0.1230, -0.5102, -0.1088, -0.0880, -0.0748, 0.1203, 0.0550, 0.0668, 0.0842, 0.0803, 0.0747, 0.0729, 0.0713, 0.0790, 0.0778], "spin_multiplicity": 2, "homo_lumo_gap_ev": [8.9, 5.1], "charge": 1, "total_energy_ha": -423.6073, "e_above_lowest_ev": 0.581, "largest_force_ev_per_a": 2.635}



# 4
{"formula": "CH2O4", "method": "the ωB97M-V functional and the def2-TZVPD basis", "elements": ["O", "C", "O", "O", "O", "H", "H"], "coordinates": [[0.552, -0.777, 0.033], [1.206, 0.122, -0.335], [1.669, 0.859, -1.269], [1.793, 1.235, 0.143], [-1.961, -0.267, 0.225], [-1.200, -0.004, 0.893], [-2.058, -1.170, 0.308]], "atomic_forces_ev_per_a": [[0.9, -0.4, -0.5], [-1.1, -0.2, 1.9], [0.4, 0.0, -3.6], [0.4, 0.5, 2.1], [2.1, 4.3, 1.9], [-2.6, -1.1, -2.1], [-0.2, -3.1, 0.4]], "lowdin_charge": [0.1906, -0.5878, 0.2176, 0.1781, -0.0721, 0.0964, -0.0228], "homo_lumo_gap_ev": 11.2, "smiles": "O=C1OO1.O", "total_energy_ha": -340.1213, "e_above_lowest_ev": 1.965, "largest_force_ev_per_a": 5.171}



# 5
{"formula": "C5H11NOS", "method": "the ωB97M-V functional and the def2-TZVPD basis", "elements": ["C", "S", "O", "N", "C", "C", "C", "C", "H", "H", "H", "H", "H", "H", "H", "H", "H", "H", "H"], "coordinates": [[-0.215, -0.525, 2.877], [-0.803, -0.710, 1.306], [-1.856, 0.571, 1.196], [0.371, -0.706, 0.197], [1.042, 0.701, 0.179], [0.282, 1.444, -0.927], [0.073, 0.343, -1.963], [0.063, -0.974, -1.232], [0.283, -1.441, 3.125], [-0.959, -0.022, 3.487], [-1.337, -2.084, 0.763], [2.111, 0.651, -0.031], [0.902, 0.947, 1.209], [0.854, 2.308, -1.344], [-0.714, 1.718, -0.587], [-0.852, 0.597, -2.543], [0.920, 0.294, -2.616], [-0.914, -1.393, -1.363], [0.751, -1.719, -1.733]], "atomic_forces_ev_per_a": [[-0.3, -1.0, -2.4], [-4.9, 3.8, 1.4], [3.2, -5.1, -0.5], [2.0, 1.2, -1.4], [-0.7, -1.1, 0.0], [0.4, 0.0, 0.2], [-0.3, 1.2, -0.8], [-0.3, -1.3, -0.2], [0.4, -0.2, 0.8], [0.2, -0.3, -0.1], [0.5, 2.3, 0.8], [-0.1, -0.5, -0.1], [0.1, 1.2, 0.5], [-0.6, -0.6, 0.5], [0.2, 0.4, 0.3], [0.8, -0.7, 0.4], [0.4, 0.3, -0.8], [-0.7, -0.6, 0.4], [-0.4, 0.8, 1.1]], "lowdin_charge": [-0.2712, 0.8173, -0.4761, -0.3229, -0.1463, -0.1724, -0.1948, -0.2204, -0.0091, 0.0170, 0.1205, 0.1205, 0.0697, 0.1260, 0.0911, 0.1316, 0.0956, 0.0885, 0.1355], "homo_lumo_gap_ev": 8.6, "smiles": "C=[S@@H](=O)N1CCCC1", "total_energy_ha": -725.1025, "e_above_lowest_ev": 6.050, "largest_force_ev_per_a": 6.383}



# 6
{"formula": "C3H5F2NO2", "method": "the ωB97M-V functional and the def2-TZVPD basis", "elements": ["O", "N", "C", "C", "O", "H", "H", "H", "F", "C", "F", "H", "H"], "coordinates": [[-1.258, -0.674, 2.214], [-0.581, -0.808, 1.259], [0.144, -0.664, 0.327], [0.908, -1.079, -0.821], [1.408, -2.386, -0.890], [0.353, -0.796, -1.836], [1.948, -0.531, -0.751], [0.730, -3.043, -1.039], [0.489, 2.077, -0.218], [-0.834, 1.993, 0.226], [-0.763, 1.949, 1.561], [-1.227, 1.059, 0.027], [-1.319, 2.903, -0.061]], "atomic_forces_ev_per_a": [[-1.1, -0.4, 1.3], [2.8, 0.8, -3.2], [-2.3, -1.5, 2.8], [2.5, 1.5, -2.8], [-0.1, -0.6, 0.4], [1.1, -0.3, 2.2], [-2.3, -0.3, -0.5], [-0.5, -0.1, 0.0], [-0.9, -0.2, -0.2], [2.2, 1.4, 0.9], [0.1, 0.7, 1.3], [-1.1, -1.4, -1.7], [-0.5, 0.3, -0.5]], "lowdin_charge": [0.0527, -0.1299, -0.0029, -0.2715, -0.0519, 0.1628, 0.1623, 0.0874, -0.0132, -0.2286, 0.0304, 0.0755, 0.1270], "homo_lumo_gap_ev": 10.2, "smiles": "[O-][N+]#CCO.FCF", "total_energy_ha": -522.1262, "e_above_lowest_ev": 4.652, "largest_force_ev_per_a": 4.345}